The following is a DFT calculation (wB97M-V/def2-TZVPD) of a structure of composition C27H32F3N4O2S3W.

The geometry in XYZ format:
```
72
Properties=species:S:1:pos:R:3:lowdin_charge:R:1
W 0.27 -0.33 0.10 1.53
C -0.81 -2.95 -1.34 -0.14
C -1.10 -3.64 -0.02 -0.08
C -1.63 -2.76 1.08 -0.23
C -2.46 -3.30 2.05 0.03
C -2.96 -2.51 3.06 0.03
C -2.64 -1.15 3.07 0.01
C -1.85 -0.66 2.07 -0.14
N -1.32 -1.45 1.09 -0.06
N 0.41 -2.08 -1.32 -0.27
C 0.60 -1.53 -2.69 -0.12
C 1.66 -0.47 -2.64 -0.29
C 2.48 -0.16 -3.70 0.03
C 3.40 0.88 -3.56 0.02
C 3.46 1.56 -2.35 0.01
C 2.61 1.19 -1.32 -0.07
N 1.72 0.19 -1.46 -0.05
C 1.64 -2.89 -1.00 -0.07
C 1.96 -2.88 0.46 -0.25
C 2.71 -3.88 1.06 0.03
C 2.99 -3.78 2.41 0.02
C 2.48 -2.70 3.13 0.01
C 1.73 -1.76 2.47 -0.07
N 1.49 -1.83 1.14 -0.03
H -1.65 -2.32 -1.64 0.13
H -0.65 -3.70 -2.11 0.15
H -0.24 -4.21 0.34 0.13
H -1.86 -4.40 -0.23 0.15
H -2.71 -4.35 1.99 0.14
H -3.60 -2.93 3.83 0.14
H -3.03 -0.48 3.82 0.14
H -1.61 0.40 2.02 0.05
H -0.35 -1.13 -3.04 0.12
H 0.89 -2.34 -3.37 0.16
H 2.41 -0.72 -4.62 0.14
H 4.05 1.14 -4.38 0.14
H 4.16 2.37 -2.19 0.14
H 2.63 1.71 -0.38 0.10
H 2.48 -2.45 -1.54 0.15
H 1.50 -3.90 -1.38 0.16
H 3.07 -4.71 0.47 0.14
H 3.58 -4.54 2.91 0.14
H 2.66 -2.60 4.19 0.14
H 1.31 -0.91 2.99 0.11
C -1.35 4.64 1.01 -0.48
C -0.98 5.00 -0.43 -0.48
S 0.09 3.82 -1.33 0.90
C -1.02 3.22 -2.62 -0.49
C -1.05 1.69 -2.73 -0.42
S -1.33 0.82 -1.16 0.84
C -3.00 1.25 -0.58 -0.41
C -3.13 2.64 0.05 -0.47
S -1.92 2.95 1.36 0.90
H -2.10 5.35 1.36 0.10
H -0.48 4.75 1.66 0.07
H -0.45 5.95 -0.41 0.09
H -1.86 5.17 -1.04 0.08
H -0.67 3.58 -3.59 0.10
H -2.02 3.62 -2.48 0.08
H -0.09 1.31 -3.08 0.06
H -1.83 1.36 -3.42 0.11
H -3.24 0.46 0.14 0.07
H -3.67 1.13 -1.43 0.11
H -4.14 2.71 0.45 0.10
H -3.04 3.41 -0.71 0.06
F 0.60 3.27 3.83 0.23
C 0.91 2.06 3.42 -0.58
F 1.98 1.61 4.07 0.21
F -0.11 1.23 3.66 0.14
C 1.25 2.09 1.91 -0.39
O 1.82 2.96 1.37 0.21
O 0.90 0.91 1.28 -0.25
```

Its net charge is +3. Its HOMO energy (spin up / spin down) is -16.2673 / -16.2673 eV. Its HOMO-LUMO gap (spin up / spin down) is 6.2 / 6.2 eV. As for the multiplicity: 1.

The following is a DFT calculation (wB97M-V/def2-TZVPD) of a structure of composition C27H32GeIrN9OSe.

The geometry in XYZ format:
```
72
Properties=species:S:1:pos:R:3:lowdin_charge:R:1
Ir -0.12 1.48 0.54 1.12
C -1.99 4.13 -0.82 -0.25
Ge -2.29 3.24 0.88 0.79
C -2.44 4.56 2.30 -0.20
C -3.85 2.08 0.82 -0.20
C -0.74 2.23 2.12 -0.34
H -2.95 4.57 -1.11 0.04
H -1.68 3.46 -1.61 0.00
H -1.28 4.95 -0.72 -0.01
H -3.29 5.20 2.05 0.05
H -1.55 5.19 2.37 0.04
H -2.63 4.11 3.27 0.04
H -4.73 2.68 1.05 0.04
H -3.80 1.27 1.56 0.02
H -3.98 1.65 -0.17 0.02
H -1.40 1.68 2.79 0.02
H -0.18 3.02 2.63 0.03
N 3.43 0.89 -3.75 0.19
C 3.10 -0.37 -3.37 -0.50
O 3.13 -1.34 -4.09 0.12
C 2.61 -0.54 -1.95 -0.09
C 2.90 -1.72 -1.28 0.06
C 2.40 -1.92 -0.01 0.01
C 1.58 -0.96 0.55 -0.09
N 1.28 0.17 -0.10 -0.12
C 1.81 0.39 -1.32 -0.07
H 3.80 1.00 -4.68 0.13
H 3.70 1.58 -3.06 0.10
H 3.50 -2.48 -1.78 0.15
H 2.62 -2.82 0.55 0.13
H 1.13 -1.08 1.52 0.12
H 1.54 1.33 -1.81 0.09
C -1.82 -0.18 -1.85 0.01
C -1.96 -0.67 -0.46 -0.33
N -1.42 -0.10 0.61 -0.10
C -1.75 -0.87 1.71 -0.11
C -2.51 -1.91 1.29 -0.01
N -2.63 -1.77 -0.07 0.02
C -3.20 -2.78 -0.98 -0.04
N -2.20 -3.68 -1.45 -0.05
N -1.41 -3.27 -2.49 0.05
N -0.44 -4.09 -2.63 0.09
C -0.55 -5.08 -1.67 -0.22
C 0.25 -6.20 -1.43 0.00
C -0.13 -7.02 -0.39 -0.06
C -1.27 -6.74 0.39 -0.06
C -2.07 -5.64 0.17 -0.01
C -1.68 -4.81 -0.89 -0.17
H -1.49 0.86 -1.84 0.06
H -2.78 -0.21 -2.38 0.10
H -1.13 -0.79 -2.43 0.08
H -1.43 -0.62 2.71 0.11
H -2.96 -2.72 1.83 0.14
H -3.66 -2.28 -1.83 0.14
H -3.97 -3.33 -0.43 0.15
H 1.11 -6.41 -2.05 0.12
H 0.45 -7.90 -0.17 0.11
H -1.53 -7.43 1.19 0.11
H -2.95 -5.46 0.76 0.11
Se 1.51 4.14 -0.90 1.20
N 1.37 2.96 0.47 -0.41
C 2.47 3.05 1.21 -0.34
C 2.76 2.29 2.39 -0.03
C 3.94 2.52 3.02 -0.03
C 4.89 3.48 2.55 -0.03
C 4.66 4.22 1.44 0.01
C 3.42 4.02 0.73 -0.35
N 3.09 4.68 -0.36 -0.19
H 2.04 1.58 2.77 0.10
H 4.18 1.96 3.91 0.12
H 5.80 3.62 3.11 0.12
H 5.35 4.96 1.07 0.13
```

Its net charge is +2. Its HOMO energy is -13.4694 eV. Its HOMO-LUMO gap is 6.8 eV. As for the multiplicity: 1.

The following is a DFT calculation (wB97M-V/def2-TZVPD) of an isolated molecule of C27H32N2O4.

The geometry in XYZ format:
```
65
Properties=species:S:1:pos:R:3:lowdin_charge:R:1
C -6.59 -0.26 1.48 -0.11
C -5.58 -0.50 0.37 -0.27
C -4.52 0.60 0.33 -0.20
C -3.51 0.37 -0.80 -0.15
C -2.45 1.43 -0.79 -0.15
C -2.50 2.47 -1.65 0.07
C -1.53 3.54 -1.66 -0.44
O -1.53 4.49 -2.41 0.11
O -0.52 3.46 -0.73 0.13
C -0.43 2.43 0.14 -0.18
C 0.65 2.46 1.01 0.08
C 0.83 1.42 1.92 -0.27
O 1.88 1.31 2.77 -0.04
C 2.90 2.28 2.71 -0.08
C 3.63 2.34 1.36 -0.49
O 4.23 3.34 1.00 0.08
N 3.56 1.20 0.66 0.12
C 3.99 1.07 -0.71 -0.29
C 4.70 -0.27 -0.93 -0.11
C 3.72 -1.43 -0.86 -0.20
N 2.68 -1.25 -1.85 -0.15
C 1.87 -2.43 -2.10 -0.15
C 0.98 -2.87 -0.96 -0.21
C -0.37 -2.52 -0.94 -0.05
C -1.19 -2.92 0.10 -0.10
C -0.66 -3.64 1.16 -0.09
C 0.68 -3.98 1.15 -0.08
C 1.49 -3.61 0.09 -0.05
C 1.90 -0.05 -1.58 -0.18
C 2.81 1.17 -1.68 -0.10
C -0.10 0.38 1.96 0.01
C -1.17 0.36 1.11 -0.01
C -1.37 1.38 0.16 -0.10
H -7.11 0.69 1.33 0.07
H -7.34 -1.05 1.50 0.07
H -6.10 -0.23 2.45 0.07
H -6.10 -0.54 -0.59 0.11
H -5.09 -1.46 0.53 0.11
H -4.00 0.65 1.29 0.11
H -5.01 1.57 0.18 0.12
H -3.05 -0.61 -0.68 0.10
H -4.03 0.40 -1.75 0.12
H -3.29 2.56 -2.38 0.13
H 1.33 3.29 0.93 0.13
H 3.62 2.00 3.49 0.14
H 2.53 3.29 2.95 0.14
H 3.03 0.43 1.05 0.13
H 4.68 1.90 -0.88 0.15
H 5.17 -0.26 -1.91 0.12
H 5.48 -0.40 -0.18 0.12
H 4.25 -2.36 -1.09 0.12
H 3.30 -1.52 0.16 0.12
H 1.25 -2.22 -2.98 0.12
H 2.56 -3.24 -2.36 0.13
H -0.78 -1.95 -1.76 0.11
H -2.24 -2.68 0.08 0.09
H -1.30 -3.95 1.98 0.10
H 1.09 -4.55 1.97 0.10
H 2.52 -3.91 0.08 0.11
H 1.11 0.02 -2.33 0.13
H 1.41 -0.09 -0.59 0.11
H 3.20 1.24 -2.70 0.12
H 2.24 2.08 -1.47 0.11
H 0.05 -0.42 2.67 0.12
H -1.87 -0.46 1.16 0.10
```

Its HOMO energy is -8.5356 eV. Its HOMO-LUMO gap is 8.7 eV. As for the multiplicity: 1.

The following is a DFT calculation (wB97M-V/def2-TZVPD) of an isolated molecule of C27H32N2O6 in a non-equilibrium geometry.

The geometry in XYZ format:
```
67
Properties=species:S:1:pos:R:3:lowdin_charge:R:1
C -1.30 -6.13 -2.30 -0.03
O -0.05 -5.31 -2.06 -0.05
C -0.30 -4.32 -1.29 -0.41
C 0.84 -3.78 -1.09 0.04
C 0.72 -2.56 -0.11 0.09
C -0.53 -2.11 0.49 -0.17
C -0.53 -0.61 1.06 -0.20
C 0.36 -0.88 2.59 -0.16
C 1.29 0.24 2.53 -0.32
O 0.96 1.39 3.29 -0.07
O 2.51 0.07 2.10 0.01
C 3.50 0.97 2.33 -0.03
C 4.35 0.89 0.84 -0.36
O 5.54 0.87 0.76 0.07
N 3.64 1.61 -0.09 -0.05
C 2.38 2.08 -0.19 -0.19
C 1.56 1.34 -1.48 -0.13
C 2.32 1.58 -2.68 -0.25
C 3.71 0.94 -2.60 -0.12
C 4.40 1.76 -1.45 -0.10
C -0.49 -1.20 3.75 -0.12
C -1.92 -1.72 3.41 0.01
C -2.55 -0.65 2.40 -0.32
O -3.75 -0.48 2.34 0.09
N -1.73 -0.37 1.30 -0.07
C -2.09 0.69 0.60 -0.18
C -1.96 0.87 -0.92 -0.02
C -2.56 1.86 -1.59 -0.08
C -3.10 2.94 -1.16 -0.42
O -3.47 3.93 -1.80 -0.02
C -4.27 4.88 -1.62 -0.17
C -3.34 2.98 0.21 0.00
C -2.73 1.98 0.98 0.03
C -1.62 -2.63 -0.13 -0.07
C -1.62 -3.77 -0.88 0.03
H -0.84 -6.97 -3.00 0.12
H -2.01 -5.60 -2.95 0.08
H -1.87 -6.62 -1.45 0.11
H 1.78 -4.10 -1.28 0.08
H 1.54 -1.98 0.19 0.07
H 0.14 0.06 0.51 0.14
H 0.88 -1.77 2.28 0.12
H 3.15 2.05 2.25 0.15
H 4.36 0.58 2.89 0.14
H 1.86 2.11 0.65 0.06
H 2.32 3.05 -0.48 0.10
H 0.42 1.81 -1.17 0.17
H 1.46 0.26 -1.08 0.11
H 1.65 1.10 -3.38 0.12
H 2.35 2.52 -2.83 0.05
H 3.75 0.02 -2.10 0.10
H 4.26 1.28 -3.50 0.12
H 5.49 1.65 -1.26 0.11
H 4.50 2.90 -1.86 0.16
H -0.07 -1.67 4.55 0.09
H -0.62 0.07 4.02 0.20
H -2.33 -1.93 4.14 -0.03
H -1.58 -2.75 2.83 0.19
H -1.43 -0.08 -1.15 0.12
H -2.19 1.69 -2.79 0.20
H -3.75 5.54 -0.78 0.12
H -4.44 5.64 -2.41 0.11
H -5.04 4.61 -0.79 0.12
H -3.79 3.69 0.81 0.09
H -3.04 1.89 2.24 0.18
H -2.62 -2.09 0.35 0.19
H -2.46 -4.34 -1.03 0.06
```

Its HOMO energy is -7.7381 eV. Its HOMO-LUMO gap is 8.1 eV. As for the multiplicity: 1.

The following is a DFT calculation (wB97M-V/def2-TZVPD) of an isolated molecule of C27H32N4O5 in a non-equilibrium geometry.

The geometry in XYZ format:
```
68
Properties=species:S:1:pos:R:3:lowdin_charge:R:1
C 5.06 2.94 0.66 -0.05
C 3.64 2.89 0.20 -0.26
C 3.04 4.00 -0.37 0.00
C 1.73 3.97 -0.84 -0.25
C 1.10 5.17 -1.47 -0.04
C 1.01 2.79 -0.72 0.02
C 1.59 1.68 -0.13 -0.22
N 0.85 0.46 -0.02 0.08
C 0.35 0.02 1.14 -0.43
O -0.19 -1.07 1.26 0.04
C 0.44 0.95 2.34 -0.07
C -0.44 2.20 2.19 -0.07
C -1.71 2.01 1.37 -0.46
O -2.08 2.84 0.57 0.08
N -2.41 0.87 1.65 0.18
C -3.59 0.50 1.05 -0.30
C -4.41 1.23 0.15 0.04
C -5.44 0.37 -0.10 -0.33
C -6.64 0.49 -0.97 0.00
O -5.25 -0.77 0.58 -0.01
N -4.10 -0.68 1.30 0.12
C 0.63 -0.23 -1.30 -0.07
C 1.53 -1.48 -1.48 -0.43
O 2.31 -1.54 -2.41 0.07
N 1.37 -2.41 -0.54 0.11
C 2.10 -3.66 -0.52 -0.28
C 2.80 -3.86 0.84 -0.12
C 2.13 -5.08 1.49 -0.19
C 0.78 -5.19 0.79 -0.19
C 1.13 -4.85 -0.66 -0.14
C -0.82 -0.54 -1.54 -0.21
C -1.61 -1.62 -1.31 0.00
C -2.89 -1.29 -1.81 -0.05
C -2.78 -0.03 -2.31 -0.12
O -1.53 0.43 -2.15 0.06
C 2.90 1.72 0.32 0.03
H 5.31 3.93 1.04 0.08
H 5.73 2.72 -0.17 0.09
H 5.25 2.21 1.45 0.08
H 3.61 4.92 -0.46 0.12
H 1.62 6.08 -1.19 0.08
H 0.05 5.24 -1.18 0.08
H 1.14 5.08 -2.56 0.09
H -0.01 2.74 -1.07 0.12
H 1.47 1.26 2.50 0.12
H 0.13 0.37 3.21 0.12
H 0.11 3.01 1.70 0.11
H -0.74 2.56 3.18 0.13
H -2.00 0.15 2.23 0.14
H -4.24 2.22 -0.22 0.11
H -6.52 -0.13 -1.86 0.09
H -7.52 0.14 -0.43 0.09
H -6.78 1.52 -1.27 0.09
H 0.94 0.47 -2.08 0.17
H 0.69 -2.25 0.20 0.10
H 2.80 -3.61 -1.36 0.14
H 2.65 -2.97 1.45 0.11
H 3.87 -4.01 0.72 0.11
H 2.72 -5.98 1.29 0.11
H 2.04 -4.97 2.57 0.10
H 0.09 -4.46 1.20 0.11
H 0.34 -6.18 0.89 0.11
H 1.64 -5.69 -1.13 0.12
H 0.26 -4.59 -1.26 0.11
H -1.34 -2.54 -0.83 0.11
H -3.77 -1.91 -1.79 0.11
H -3.49 0.62 -2.79 0.12
H 3.35 0.84 0.76 0.13
```

Its HOMO energy is -8.4040 eV. Its HOMO-LUMO gap is 9.0 eV. As for the multiplicity: 1.

The following is a DFT calculation (wB97M-V/def2-TZVPD) of an isolated molecule of C27H32N6O3 in a non-equilibrium geometry.

The geometry in XYZ format:
```
68
Properties=species:S:1:pos:R:3:lowdin_charge:R:1
C 2.05 0.79 -3.41 -0.08
C 3.46 1.08 -2.91 -0.20
C 3.53 2.03 -1.70 -0.54
C 4.97 2.05 -1.17 -0.03
C 3.10 3.44 -2.08 -0.03
N 2.65 1.59 -0.62 0.14
C 2.63 0.37 -0.06 -0.41
O 3.24 -0.60 -0.48 0.09
C 1.73 0.35 1.20 -0.09
C 1.81 -0.90 2.01 -0.22
C 2.20 -2.17 1.68 -0.04
C 2.06 -2.96 2.84 -0.08
C 1.58 -2.14 3.82 -0.10
N 1.43 -0.89 3.33 -0.11
C 0.88 0.22 4.05 -0.01
N 0.34 0.66 0.83 0.07
C -0.07 1.94 0.93 -0.43
O 0.69 2.86 1.16 0.05
C -1.57 2.22 0.78 -0.01
N -2.40 1.20 1.36 -0.07
N -2.19 0.76 2.60 0.06
N -2.99 -0.18 2.89 0.09
C -3.80 -0.41 1.81 -0.23
C -4.82 -1.34 1.59 -0.01
C -5.43 -1.31 0.36 -0.08
C -5.06 -0.39 -0.63 -0.09
C -4.05 0.53 -0.44 -0.02
C -3.42 0.50 0.79 -0.17
C -0.46 -0.36 0.24 -0.21
C -0.83 -0.22 -1.09 -0.02
C -1.63 -1.17 -1.71 -0.01
C -2.05 -2.28 -1.00 -0.27
O -2.85 -3.26 -1.49 -0.08
C -3.30 -3.16 -2.82 -0.08
C -1.65 -2.43 0.33 0.03
C -0.86 -1.48 0.94 0.00
H 1.52 1.70 -3.67 0.07
H 2.10 0.16 -4.30 0.08
H 1.49 0.25 -2.65 0.05
H 3.92 0.13 -2.62 0.10
H 4.06 1.52 -3.71 0.12
H 5.66 2.38 -1.95 0.08
H 5.06 2.73 -0.33 0.08
H 5.26 1.05 -0.84 0.08
H 3.21 4.11 -1.23 0.09
H 2.06 3.46 -2.39 0.08
H 3.71 3.82 -2.89 0.09
H 2.18 2.34 -0.12 0.11
H 2.06 1.20 1.82 0.15
H 2.57 -2.49 0.73 0.10
H 2.29 -4.00 2.93 0.09
H 1.33 -2.36 4.85 0.11
H 1.52 1.10 3.97 0.10
H 0.80 -0.05 5.10 0.09
H -0.12 0.48 3.69 0.06
H -1.83 2.33 -0.27 0.13
H -1.75 3.18 1.29 0.14
H -5.10 -2.03 2.36 0.11
H -6.23 -2.01 0.15 0.10
H -5.59 -0.41 -1.58 0.10
H -3.77 1.23 -1.21 0.11
H -0.51 0.65 -1.65 0.12
H -1.90 -1.02 -2.74 0.11
H -3.90 -2.25 -2.97 0.09
H -2.47 -3.17 -3.53 0.10
H -3.93 -4.03 -2.99 0.09
H -1.98 -3.30 0.87 0.13
H -0.61 -1.61 1.98 0.11
```

Its HOMO energy is -7.9796 eV. Its HOMO-LUMO gap is 8.4 eV. As for the multiplicity: 1.

Question: Which value of multiplicity does entry 4 give?
Answer: 1

Please write out number 4 again, unchanged.
The following is a DFT calculation (wB97M-V/def2-TZVPD) of an isolated molecule of C27H32N2O6 in a non-equilibrium geometry.

The geometry in XYZ format:
```
67
Properties=species:S:1:pos:R:3:lowdin_charge:R:1
C -1.30 -6.13 -2.30 -0.03
O -0.05 -5.31 -2.06 -0.05
C -0.30 -4.32 -1.29 -0.41
C 0.84 -3.78 -1.09 0.04
C 0.72 -2.56 -0.11 0.09
C -0.53 -2.11 0.49 -0.17
C -0.53 -0.61 1.06 -0.20
C 0.36 -0.88 2.59 -0.16
C 1.29 0.24 2.53 -0.32
O 0.96 1.39 3.29 -0.07
O 2.51 0.07 2.10 0.01
C 3.50 0.97 2.33 -0.03
C 4.35 0.89 0.84 -0.36
O 5.54 0.87 0.76 0.07
N 3.64 1.61 -0.09 -0.05
C 2.38 2.08 -0.19 -0.19
C 1.56 1.34 -1.48 -0.13
C 2.32 1.58 -2.68 -0.25
C 3.71 0.94 -2.60 -0.12
C 4.40 1.76 -1.45 -0.10
C -0.49 -1.20 3.75 -0.12
C -1.92 -1.72 3.41 0.01
C -2.55 -0.65 2.40 -0.32
O -3.75 -0.48 2.34 0.09
N -1.73 -0.37 1.30 -0.07
C -2.09 0.69 0.60 -0.18
C -1.96 0.87 -0.92 -0.02
C -2.56 1.86 -1.59 -0.08
C -3.10 2.94 -1.16 -0.42
O -3.47 3.93 -1.80 -0.02
C -4.27 4.88 -1.62 -0.17
C -3.34 2.98 0.21 0.00
C -2.73 1.98 0.98 0.03
C -1.62 -2.63 -0.13 -0.07
C -1.62 -3.77 -0.88 0.03
H -0.84 -6.97 -3.00 0.12
H -2.01 -5.60 -2.95 0.08
H -1.87 -6.62 -1.45 0.11
H 1.78 -4.10 -1.28 0.08
H 1.54 -1.98 0.19 0.07
H 0.14 0.06 0.51 0.14
H 0.88 -1.77 2.28 0.12
H 3.15 2.05 2.25 0.15
H 4.36 0.58 2.89 0.14
H 1.86 2.11 0.65 0.06
H 2.32 3.05 -0.48 0.10
H 0.42 1.81 -1.17 0.17
H 1.46 0.26 -1.08 0.11
H 1.65 1.10 -3.38 0.12
H 2.35 2.52 -2.83 0.05
H 3.75 0.02 -2.10 0.10
H 4.26 1.28 -3.50 0.12
H 5.49 1.65 -1.26 0.11
H 4.50 2.90 -1.86 0.16
H -0.07 -1.67 4.55 0.09
H -0.62 0.07 4.02 0.20
H -2.33 -1.93 4.14 -0.03
H -1.58 -2.75 2.83 0.19
H -1.43 -0.08 -1.15 0.12
H -2.19 1.69 -2.79 0.20
H -3.75 5.54 -0.78 0.12
H -4.44 5.64 -2.41 0.11
H -5.04 4.61 -0.79 0.12
H -3.79 3.69 0.81 0.09
H -3.04 1.89 2.24 0.18
H -2.62 -2.09 0.35 0.19
H -2.46 -4.34 -1.03 0.06
```

Its HOMO energy is -7.7381 eV. Its HOMO-LUMO gap is 8.1 eV. As for the multiplicity: 1.